Entry 1:
Molecular formula: C9H22AlClI2N2P2
Method: DFT, ωB97M-V/def2-TZVPD

Properties
total charge: +2
Kohn-Sham gap: 7.298 eV
E_HOMO: -15.1 eV
molecular weight: 536.480 g/mol

Structure (XYZ):
```
39
Properties=species:S:1:pos:R:3:lowdin_charge:R:1
I 0.325 1.339 -4.159 0.252
I -0.414 3.176 -2.128 0.193
Al 0.002 -0.369 -0.066 -0.187
P -2.361 -0.017 -0.176 0.767
C -3.296 1.054 0.988 -0.209
C -2.987 0.359 -1.853 -0.253
H -4.075 0.232 -1.866 0.073
H -4.081 -1.677 0.071 0.073
H -2.536 -0.325 -2.579 0.044
H -2.537 -2.449 -0.371 0.026
H -3.041 2.101 0.805 0.055
H -2.693 1.369 -2.165 -0.033
C -3.003 -1.680 0.245 -0.239
H -4.384 0.934 0.920 0.077
H -2.818 -1.936 1.291 0.048
H -2.993 0.818 2.012 0.048
P 2.366 0.016 -0.175 0.786
C 3.299 1.084 0.995 -0.212
C 3.011 -1.645 0.252 -0.234
H 2.550 -0.305 -2.580 0.016
H 4.085 0.262 -1.860 0.073
H 2.700 1.383 -2.178 0.004
C 2.996 0.381 -1.853 -0.271
H 2.548 -2.417 -0.364 0.026
H 4.094 -1.666 0.108 0.075
H 4.384 0.960 0.899 0.076
H 3.031 0.865 2.033 0.046
H 2.788 -1.878 1.295 0.052
H 3.043 2.130 0.810 0.059
Cl -0.003 -2.034 -1.530 0.289
N -0.166 -1.659 2.360 0.056
C -0.140 -1.582 3.682 -0.006
C 0.104 -0.242 4.027 0.024
C 0.198 0.463 2.815 -0.045
N 0.027 -0.425 1.797 -0.126
H -0.341 -2.473 1.792 0.165
H -0.299 -2.525 4.199 0.156
H 0.223 0.183 4.995 0.117
H 0.373 1.493 2.538 0.139
```

Entry 2:
Molecular formula: C9H22B2BrNO4
Method: DFT, ωB97M-V/def2-TZVPD

Properties
total charge: 0
Kohn-Sham gap: 8.620 eV
E_HOMO: -8.9 eV
molecular weight: 309.806 g/mol
SMILES string: CB(O)BCC(=O)Br.COCCNCCOC

Structure (XYZ):
```
39
Properties=species:S:1:pos:R:3:lowdin_charge:R:1
C 1.115 -1.274 -2.218 -0.061
B 0.660 -1.210 -3.826 -0.369
O 0.100 -2.389 -4.535 -0.015
B 0.901 0.274 -4.562 -0.051
C 2.362 0.878 -5.015 -0.146
C 3.174 -0.024 -6.119 -0.604
O 4.488 0.286 -6.304 -0.125
Br 2.437 -1.552 -7.181 0.699
H 0.157 -1.201 -1.532 0.080
H 1.695 -2.252 -1.939 0.088
H 1.864 -0.373 -2.038 0.077
H -0.227 -3.042 -3.848 0.104
H -0.077 0.935 -4.718 0.057
H 2.160 2.000 -5.370 0.129
H 3.093 0.992 -4.079 0.139
C -1.316 3.160 2.931 -0.115
O -0.886 2.154 3.838 -0.202
C -1.966 1.354 4.336 -0.204
C -1.843 -0.087 3.816 -0.206
N -2.123 -0.155 2.378 -0.057
C -1.794 -1.453 1.779 -0.196
C -0.307 -1.856 1.753 -0.210
O 0.496 -1.033 0.904 -0.214
C 1.010 0.135 1.531 -0.092
H -0.456 3.792 2.689 0.089
H -1.687 2.716 2.005 0.076
H -2.089 3.789 3.385 0.088
H -2.946 1.786 4.099 0.121
H -1.867 1.340 5.427 0.119
H -2.554 -0.724 4.352 0.121
H -0.829 -0.436 4.035 0.101
H -1.583 0.563 1.900 0.069
H -2.152 -1.417 0.744 0.115
H -2.373 -2.237 2.284 0.117
H -0.253 -2.863 1.325 0.119
H 0.129 -1.933 2.755 0.109
H 1.196 -0.007 2.599 0.090
H 0.331 0.974 1.371 0.071
H 1.958 0.391 1.047 0.088
```

Entry 3:
Molecular formula: C9H22BrO7PSSi
Method: DFT, ωB97M-V/def2-TZVPD

Properties
total charge: 0
Kohn-Sham gap: 10.570 eV
E_HOMO: -10.2 eV
molecular weight: 413.299 g/mol
SMILES string: CCOP(=O)(CC[Si@H](C)Br)OCC.O=S1(=O)OCCO1

Structure (XYZ):
```
42
Properties=species:S:1:pos:R:3:lowdin_charge:R:1
C 0.412 1.553 0.259 -0.056
C 0.907 0.162 0.807 -0.248
O 1.275 -0.628 -0.350 -0.280
P 1.766 -2.158 0.073 0.621
O 1.404 -2.542 1.482 -0.299
C 0.913 -3.341 -1.103 -0.261
C -0.663 -3.211 -1.030 -0.352
Si -1.389 -2.223 -2.507 0.256
C -1.466 -0.354 -2.139 -0.248
Br -3.519 -3.057 -2.762 0.248
O 3.431 -2.307 -0.124 -0.219
C 4.002 -1.215 -0.873 -0.272
C 3.553 -1.324 -2.365 -0.087
H 0.730 1.612 -0.797 0.078
H -0.688 1.533 0.277 0.056
H 0.831 2.395 0.817 0.056
H 0.095 -0.309 1.379 0.109
H 1.814 0.316 1.415 0.119
H 1.295 -3.069 -2.107 0.051
H 1.195 -4.372 -0.851 0.095
H -1.048 -4.243 -1.078 0.061
H -0.941 -2.701 -0.092 0.069
H -0.615 -2.484 -3.739 -0.026
H -2.217 0.088 -2.820 0.028
H -1.746 -0.190 -1.089 0.027
H -0.507 0.124 -2.401 0.024
H 5.099 -1.331 -0.867 0.118
H 3.758 -0.231 -0.442 0.109
H 4.293 -0.822 -3.015 0.078
H 3.490 -2.380 -2.676 0.077
H 2.582 -0.835 -2.555 0.063
O -0.353 4.133 1.846 -0.232
S -1.743 4.411 2.016 0.636
O -2.371 5.559 1.451 -0.215
O -2.075 4.359 3.596 -0.186
C -3.087 3.379 3.848 -0.166
C -2.914 2.344 2.752 -0.169
O -2.587 3.102 1.584 -0.201
H -4.062 3.868 3.782 0.134
H -2.962 2.955 4.842 0.136
H -3.815 1.759 2.586 0.137
H -2.078 1.674 2.969 0.131
```

Entry 4:
Molecular formula: C9H22N11O11P
Method: DFT, ωB97M-V/def2-TZVPD

Properties
total charge: 0
Kohn-Sham gap: 7.771 eV
E_HOMO: -9.1 eV
molecular weight: 491.315 g/mol
SMILES string: O=NOC1=C([PH2]=O)C(=O)OC1=O.NC(N)=O.NC(N)=O.NC(N)=O.NC(N)=O.NC(N)=O

Structure (XYZ):
```
54
Properties=species:S:1:pos:R:3:lowdin_charge:R:1
O 2.143 0.436 -0.376 0.112
N 1.532 1.046 -1.130 0.078
O 0.718 2.016 -0.406 0.006
C 0.255 2.938 -1.283 -0.216
C -0.908 2.927 -1.907 -0.134
P -2.248 1.703 -1.739 0.758
O -2.484 1.525 -0.290 -0.433
C -0.881 4.161 -2.762 -0.453
O -1.632 4.312 -3.673 0.161
O 0.126 4.982 -2.366 0.163
C 1.018 4.160 -1.669 -0.337
O 2.154 4.453 -1.456 0.200
H -3.398 2.252 -2.337 0.039
H -1.869 0.467 -2.294 0.033
N 3.384 -1.889 1.530 0.166
C 2.849 -3.045 1.035 -0.656
N 3.478 -4.200 1.427 0.148
O 1.880 -3.061 0.299 0.035
H 4.181 -1.863 2.136 0.095
H 2.942 -1.029 1.263 0.070
H 3.109 -5.065 1.080 0.105
H 4.278 -4.213 2.030 0.086
N -0.927 1.400 -5.066 0.168
C 0.087 0.529 -4.780 -0.670
N 0.860 0.164 -5.846 0.156
O 0.281 0.107 -3.654 0.003
H -1.110 1.749 -5.987 0.102
H -1.520 1.694 -4.312 0.047
H 1.610 -0.477 -5.672 0.105
H 0.709 0.502 -6.777 0.093
N 3.194 -5.588 4.751 0.144
C 2.289 -6.577 5.042 -0.686
N 1.307 -6.750 4.105 0.152
O 2.356 -7.245 6.057 0.025
H 3.145 -5.030 3.919 0.056
H 3.926 -5.423 5.415 0.098
H 0.624 -7.461 4.281 0.102
H 1.239 -6.201 3.269 0.089
N -2.484 -1.344 1.806 0.147
C -1.429 -2.006 1.230 -0.683
N -0.345 -1.219 0.952 0.158
O -1.466 -3.200 0.989 0.016
H -2.474 -0.361 2.002 0.080
H -3.300 -1.881 2.025 0.095
H 0.460 -1.653 0.518 0.050
H -0.325 -0.238 1.159 0.075
N -4.564 5.505 1.163 0.154
C -3.427 5.185 0.474 -0.662
N -2.259 5.573 1.072 0.160
O -3.456 4.597 -0.593 0.020
H -4.558 5.987 2.041 0.092
H -5.439 5.235 0.757 0.104
H -1.405 5.355 0.599 0.093
H -2.224 6.056 1.949 0.093
```

Entry 5:
Molecular formula: C9H22NSi
Method: DFT, ωB97M-V/def2-TZVPD

Properties
total charge: +1
Kohn-Sham gap: 11.031 eV
E_HOMO: -14.0 eV
molecular weight: 172.368 g/mol
SMILES string: C[C@@H]1C[NH2+][C@@](C)([Si](C)(C)C)C1

Structure (XYZ):
```
33
Properties=species:S:1:pos:R:3:lowdin_charge:R:1
C -3.323 1.262 0.198 -0.057
C -2.011 0.740 -0.242 -0.398
C -2.111 -0.573 -0.981 -0.124
N -0.810 -1.290 -0.797 0.081
C -0.039 -0.549 0.546 -0.337
C 0.302 -1.689 1.572 -0.042
Si 1.673 0.189 -0.175 0.570
C 2.620 1.105 1.165 -0.155
C 1.201 1.388 -1.538 -0.160
C 2.731 -1.226 -0.803 -0.175
C -1.157 0.382 0.998 -0.132
H -3.272 2.298 0.717 0.134
H -3.589 0.493 0.905 0.080
H -3.917 1.399 -0.699 0.091
H -1.517 1.375 -0.987 0.128
H -2.886 -1.313 -0.672 0.146
H -2.198 -0.564 -2.179 0.183
H -1.024 -2.250 -0.557 0.147
H -0.231 -1.216 -1.677 0.167
H 1.099 -2.239 1.126 0.048
H -0.573 -2.336 1.614 0.084
H 0.476 -1.327 2.588 0.105
H 1.855 1.583 1.805 0.041
H 3.055 0.361 1.808 0.030
H 3.382 1.775 0.865 0.030
H 1.179 2.416 -1.143 0.057
H 1.866 1.380 -2.366 0.024
H 0.211 1.142 -1.962 0.019
H 2.728 -0.933 -1.932 0.061
H 3.877 -1.204 -0.548 0.095
H 2.253 -2.162 -0.745 -0.012
H -0.680 1.276 1.397 0.125
H -1.791 0.034 1.858 0.146
```

Entry 6:
Molecular formula: C9H22O3Si
Method: DFT, ωB97M-V/def2-TZVPD

Properties
total charge: 0
Kohn-Sham gap: 10.914 eV
E_HOMO: -10.0 eV
molecular weight: 206.358 g/mol
SMILES string: CCCCC[SiH2]COCOCCO

Structure (XYZ):
```
35
Properties=species:S:1:pos:R:3:lowdin_charge:R:1
C -2.089 -5.463 1.705 -0.132
C -2.537 -3.996 1.408 -0.270
C -1.457 -3.135 0.648 -0.219
C -2.205 -1.959 -0.073 -0.282
C -1.338 -1.224 -1.179 -0.332
Si -0.928 0.591 -0.733 0.711
C 0.611 1.265 -1.666 -0.344
O 1.782 1.094 -0.848 -0.205
C 2.903 1.794 -1.353 -0.256
O 3.303 2.897 -0.559 -0.109
C 2.198 3.572 0.030 -0.184
C 2.796 4.907 0.608 -0.231
O 1.875 5.546 1.490 -0.078
H -2.985 -6.054 2.027 0.068
H -1.688 -5.996 0.810 0.071
H -1.363 -5.529 2.549 0.070
H -3.465 -4.029 0.783 0.098
H -2.803 -3.489 2.365 0.109
H -0.792 -2.707 1.437 0.115
H -0.861 -3.722 -0.082 0.107
H -3.103 -2.398 -0.568 0.099
H -2.523 -1.177 0.659 0.089
H -1.987 -1.160 -2.093 0.067
H -0.440 -1.810 -1.492 0.072
H -0.756 0.820 0.705 -0.028
H -2.066 1.426 -1.180 -0.036
H 0.440 2.361 -1.804 0.069
H 0.697 0.811 -2.682 0.092
H 2.786 2.084 -2.431 0.141
H 3.761 1.077 -1.333 0.140
H 1.412 3.881 -0.695 0.125
H 1.779 3.023 0.901 0.138
H 3.047 5.614 -0.219 0.122
H 3.757 4.683 1.139 0.125
H 2.242 6.400 1.728 0.079
```

| no. | largest force on an atom (Eh/bohr) |
| --- | --- |
| 1 | 0.03884 |
| 2 | 0.17984 |
| 3 | 0.05308 |
| 4 | 0.04469 |
| 5 | 0.07259 |
| 6 | 0.04494 |